{
  "formula": "C7H19CaINO7S",
  "method": "ωB97M-V/def2-TZVPD",
  "species": ["Ca", "S", "O", "O", "O", "O", "I", "C", "O", "H", "H", "H", "H", "C", "O", "C", "C", "N", "C", "C", "O", "C", "H", "H", "H", "H", "H", "H", "H", "H", "H", "H", "H", "H", "H", "H", "H"],
  "xyz": [[-0.12901, 0.48255, 0.00337], [-2.57137, -1.04462, 0.79039], [-2.71548, -2.50706, 0.77954], [-1.43234, -0.56174, 1.64701], [-2.20044, -0.50688, -0.56571], [-3.81755, -0.42634, 1.29388], [2.03883, 2.48699, -0.58777], [-1.08796, 3.41480, 1.56009], [-1.39463, 2.31442, 0.71647], [-0.02736, 3.63340, 1.47752], [-1.64688, 4.31012, 1.26163], [-1.38166, 3.22001, 2.59654], [-2.34758, 2.17316, 0.76355], [-0.85790, 1.28703, -3.11893], [-0.17237, 0.38310, -2.28012], [0.11282, -0.86293, -2.87418], [1.17844, -1.55336, -2.03251], [0.81302, -1.68221, -0.61710], [1.97049, -2.02640, 0.24291], [1.73056, -1.51538, 1.66154], [1.28399, -0.17602, 1.68916], [1.05594, 0.22840, 3.02845], [-1.31265, 2.04808, -2.49094], [-1.65365, 0.76976, -3.66783], [-0.18343, 1.72654, -3.86003], [0.46907, -0.78136, -3.90574], [-0.81677, -1.45082, -2.86788], [2.04604, -0.89383, -2.14799], [1.44464, -2.49711, -2.52898], [0.16492, -2.46494, -0.59667], [2.91770, -1.66802, -0.15645], [1.99371, -3.11813, 0.31751], [2.61348, -1.66144, 2.29496], [0.93649, -2.15061, 2.08159], [0.30457, -0.39179, 3.51921], [0.67298, 1.24715, 2.99398], [2.00131, 0.21544, 3.57955]],
  "forces_ev_per_angstrom": [[-1.29, -0.07, 0.53], [-1.87, 0.12, 0.97], [0.84, 0.35, -0.24], [0.68, -0.43, 0.31], [0.11, 0.04, -0.57], [0.62, 0.12, -0.56], [0.43, 0.35, -0.08], [-0.38, 0.48, 0.15], [-0.27, 0.70, 0.08], [0.05, -0.14, 0.01], [0.11, -0.06, -0.18], [0.23, -0.23, 0.00], [-0.05, -0.56, 0.00], [-0.32, -0.27, -0.34], [0.45, 0.14, -0.94], [-0.72, -0.85, 0.61], [0.51, 0.71, -0.79], [0.81, -0.42, -0.91], [-0.61, -0.10, 0.34], [-0.66, -0.83, 0.00], [1.03, -0.51, 0.52], [-0.10, 0.42, 0.01], [0.12, 0.11, -0.02], [-0.06, -0.02, 0.18], [0.11, 0.13, 0.19], [0.07, 0.25, 0.02], [0.02, 0.03, -0.11], [0.13, -0.14, 0.46], [-0.08, -0.11, 0.18], [-0.43, 0.35, 0.53], [-0.16, 0.19, -0.24], [0.52, -0.01, 0.07], [0.15, 0.19, -0.14], [-0.05, 0.19, 0.10], [-0.01, -0.15, -0.16], [0.07, 0.03, 0.00], [-0.01, 0.00, 0.04]],
  "total_charge": -1,
  "de_lowest_kcal_mol": 10.4,
  "homo_lumo_gap_ev": 7.247
}